Record 1
Formula: C4H8O2
Source: the Open Molecules 2025 dataset
Level of theory: ωB97M-V with the def2-TZVPD basis set

```
! wB97M-V def2-TZVPD RIJCOSX def2/J DEFGRID3
* xyz 0 1
C 1.008 0.326 0.678
H -1.809 1.103 -0.621
O 0.982 -1.188 -2.107
H 1.983 -0.157 0.572
C -1.081 0.358 -0.287
H 1.039 -0.214 -2.150
H 1.814 -1.458 -1.699
H -1.198 -0.519 -0.945
C 0.334 0.730 -0.571
O 0.167 -0.462 1.501
H -1.827 -0.889 1.397
H 1.193 1.330 1.128
H -1.448 0.803 1.819
C -1.154 -0.054 1.192
*
```

Computed properties:
Energy above the lowest of the compared OMol25 structures with the same formula, charge and spin ... 418.52 kJ/mol
Kohn-Sham gap ... 9.3 eV

Results of the Löwdin charge analysis, in e, for atoms 1 through 6: -0.27, 0.12, -0.07, 0.13, -0.19, 0.00


Record 2
Formula: C5H6N2
Source: the Open Molecules 2025 dataset
Level of theory: ωB97M-V with the def2-TZVPD basis set

```
! wB97M-V def2-TZVPD RIJCOSX def2/J DEFGRID3
* xyz 0 1
C 0.125 1.407 -0.429
C 1.853 -0.003 0.271
H -1.471 1.466 1.007
H -1.077 -0.793 1.062
C -1.241 1.080 0.006
C -1.127 -0.496 0.010
H -2.059 -0.891 -0.402
H 1.834 -1.968 -0.656
N -0.048 -1.212 -0.666
H -2.003 1.428 -0.692
N 1.149 1.098 0.175
C 1.204 -1.127 -0.353
H 2.862 0.011 0.667
*
```

Computed properties:
Energy above the lowest of the compared OMol25 structures with the same formula, charge and spin ... 341.38 kJ/mol
Kohn-Sham gap ... 8.5 eV

Results of the Löwdin charge analysis, in e, for atoms 1 through 6: -0.02, -0.13, 0.11, 0.12, -0.15, -0.21